Density functional theory data (wB97M-V/def2-TZVPD) for a structure of composition C8H20O8P2RuS4.

Computed properties:
Energy above the lowest of the compared OMol25 structures with the same formula, charge and spin = 35.1 kcal per mole
Electronic energy = -3289.1158 Ha
Gap between HOMO and LUMO (alpha / beta) = 7.898 / 7.401 eV
E_HOMO (alpha / beta) = -0.437 / -0.439 Eh
Strongest force on any atom = 0.0167 Eh/bohr

```
! RIJCOSX wB97M-V def2-TZVPD def2/J DEFGRID3
* xyz 1 2
Ru -0.220 -0.218 0.405
C 1.096 2.647 2.643
C 0.596 1.511 3.522
S 0.032 -0.026 2.719
C 1.322 -1.246 3.057
C 2.589 -0.965 2.282
S 2.167 -0.788 0.514
C 3.213 0.639 0.074
C 2.715 2.034 0.417
S 2.837 2.546 2.150
H 1.007 3.565 3.225
H 0.468 2.769 1.760
H -0.281 1.833 4.084
H 1.357 1.212 4.245
H 0.860 -2.186 2.746
H 1.484 -1.309 4.133
H 3.320 -1.765 2.394
H 3.029 -0.021 2.599
H 3.370 0.550 -0.999
H 4.165 0.415 0.558
H 1.681 2.153 0.117
H 3.306 2.738 -0.173
O -3.398 -2.504 -0.534
P -2.414 -1.334 -0.265
O -1.252 -1.315 -1.236
O -1.730 -1.341 1.130
O -3.259 0.001 -0.398
P -2.967 1.379 0.503
O -3.492 0.990 1.951
O -3.661 2.496 -0.126
O -1.438 1.419 0.603
H -4.174 -2.586 0.036
H -4.377 1.340 2.112
C -0.319 0.338 -3.674
S 0.456 1.515 -2.573
C -0.912 2.652 -2.350
O 0.731 0.772 -1.267
H -1.151 -0.150 -3.175
H 0.443 -0.388 -3.952
H -0.636 0.892 -4.557
H -0.512 3.585 -1.960
H -1.650 2.247 -1.666
H -1.357 2.819 -3.329
*
```

Mulliken atomic charge list, values in e, 8 entries: atom 1 (Ru): 0.65, atom 2 (C): -0.34, atom 3 (C): -0.88, atom 4 (S): 0.26, atom 5 (C): -0.92, atom 6 (C): -0.59, atom 7 (S): 0.00, atom 8 (C): -0.81

---

Density functional theory data (wB97M-V/def2-TZVPD) for a cluster of 2 separate species, C5H15N2 in total.

Computed properties:
Energy above the lowest of the compared OMol25 structures with the same formula, charge and spin = 131.2 kcal per mole
Electronic energy = -308.5835 Ha
Gap between HOMO and LUMO = 5.315 eV
E_HOMO = -0.494 Eh
Strongest force on any atom = 0.0398 Eh/bohr

```
! RIJCOSX wB97M-V def2-TZVPD def2/J DEFGRID3
* xyz 1 1
N -1.851 0.382 -1.053
C -1.729 -0.458 0.099
C -2.817 0.029 1.093
C -0.310 -0.286 0.659
N 0.576 -0.865 -0.271
C 1.827 -1.162 0.145
C 2.690 0.177 0.185
H -2.802 0.607 -1.302
H 1.930 2.169 -2.529
H 2.598 2.445 -2.362
H -1.940 -1.527 -0.035
H -2.730 -0.409 2.086
H -2.871 1.120 1.015
H -3.739 -0.343 0.644
H -0.138 -0.851 1.579
H -0.092 0.769 0.866
H -1.381 0.077 -1.890
H 2.333 -1.799 -0.567
H 1.849 -1.593 1.140
H 2.868 0.413 -0.860
H 2.119 1.005 0.601
H 3.608 0.099 0.756
*
```

Mulliken atomic charge list, values in e, 8 entries: atom 1 (N): -0.64, atom 2 (C): 0.47, atom 3 (C): -1.50, atom 4 (C): -0.78, atom 5 (N): 0.07, atom 6 (C): -0.23, atom 7 (C): -0.81, atom 8 (H): 0.25

---

Density functional theory data (wB97M-V/def2-TZVPD) for the molecule C22H30N4O2.

Computed properties:
Energy above the lowest of the compared OMol25 structures with the same formula, charge and spin = 51.0 kcal per mole
Electronic energy = -1225.8467 Ha
Gap between HOMO and LUMO = 7.551 eV
E_HOMO = -0.282 Eh
Strongest force on any atom = 0.0198 Eh/bohr

```
! RIJCOSX wB97M-V def2-TZVPD def2/J DEFGRID3
* xyz 0 1
C -6.397 -2.324 -1.037
C -5.262 -1.458 -0.584
C -4.156 -1.262 -1.407
C -3.110 -0.459 -1.007
C -3.135 0.171 0.238
C -2.001 1.005 0.641
C -1.637 1.209 2.004
C -0.523 1.926 2.285
C 0.296 2.456 1.225
O 1.380 3.015 1.359
N -0.236 2.268 -0.042
C 0.432 2.854 -1.184
C 1.500 1.913 -1.779
O 1.463 1.560 -2.937
N 2.426 1.537 -0.885
C 3.489 0.613 -1.227
C 2.960 -0.797 -1.600
N 2.543 -1.689 -0.556
C 3.513 -2.439 0.226
C 4.775 -2.797 -0.554
C 3.875 -1.748 1.552
C 2.607 -1.529 2.368
C 1.611 -0.713 1.551
C 1.336 -1.338 0.170
C 0.403 -2.551 0.287
N -1.308 1.557 -0.317
C -4.242 -0.019 1.061
C -5.289 -0.822 0.650
H -6.934 -1.839 -1.852
H -6.026 -3.278 -1.407
H -7.097 -2.509 -0.226
H -4.121 -1.748 -2.371
H -2.253 -0.312 -1.646
H -2.233 0.777 2.793
H -0.185 2.103 3.294
H 0.911 3.781 -0.860
H -0.315 3.047 -1.955
H 2.428 1.991 0.022
H 4.179 0.564 -0.386
H 4.020 1.002 -2.102
H 3.737 -1.290 -2.183
H 2.107 -0.647 -2.269
H 3.016 -3.386 0.485
H 5.382 -1.918 -0.756
H 5.370 -3.489 0.038
H 4.521 -3.283 -1.492
H 4.361 -0.790 1.357
H 4.577 -2.374 2.107
H 2.175 -2.496 2.633
H 2.837 -1.003 3.298
H 2.019 0.290 1.419
H 0.667 -0.621 2.093
H 0.807 -0.596 -0.439
H 0.789 -3.290 0.983
H -0.578 -2.232 0.632
H 0.295 -3.019 -0.688
H -4.303 0.479 2.017
H -6.143 -0.955 1.300
*
```

Mulliken atomic charge list, values in e, 8 entries: atom 1 (C): -1.41, atom 2 (C): 1.04, atom 3 (C): -0.84, atom 4 (C): -0.51, atom 5 (C): 0.66, atom 6 (C): 0.81, atom 7 (C): -0.34, atom 8 (C): -1.07

---

Density functional theory data (wB97M-V/def2-TZVPD) for a cluster of 5 separate species, C20H28F12O11 in total.

Computed properties:
Energy above the lowest of the compared OMol25 structures with the same formula, charge and spin = 0.0 kcal per mole
Electronic energy = -2804.9921 Ha
Gap between HOMO and LUMO = 11.234 eV
E_HOMO = -0.401 Eh
Strongest force on any atom = 0.0282 Eh/bohr

```
! RIJCOSX wB97M-V def2-TZVPD def2/J DEFGRID3
* xyz 0 1
C 2.504 -7.047 2.703
C 1.002 -7.188 2.604
O 0.624 -6.832 1.265
C -0.642 -6.964 0.954
O -1.529 -7.339 1.657
C -0.899 -6.571 -0.513
F -0.235 -5.471 -0.872
F -0.496 -7.583 -1.307
F -2.193 -6.367 -0.735
H 2.995 -7.957 2.347
H 2.854 -7.037 3.739
H 2.892 -6.180 2.174
H 0.421 -6.613 3.320
H 0.777 -8.249 2.734
C 1.282 2.686 -1.840
C 1.619 1.198 -1.850
O 0.428 0.436 -1.651
C 0.539 -0.662 -0.978
O 1.546 -1.134 -0.545
C -0.839 -1.337 -0.803
F -1.142 -1.411 0.500
F -1.804 -0.682 -1.430
F -0.783 -2.587 -1.275
H 2.092 3.153 -2.402
H 1.316 3.073 -0.822
H 0.314 2.899 -2.284
H 2.352 0.985 -1.073
H 2.027 0.923 -2.822
C 5.157 4.837 -2.944
C 6.392 3.981 -2.866
O 6.788 3.896 -1.481
C 7.688 2.979 -1.188
O 8.277 2.294 -1.965
C 7.882 2.944 0.343
F 8.355 4.109 0.800
F 6.695 2.745 0.933
F 8.722 1.995 0.694
H 5.278 5.804 -2.475
H 4.317 4.262 -2.547
H 4.908 4.904 -4.007
H 7.247 4.406 -3.401
H 6.285 2.980 -3.284
C -2.535 3.134 -0.186
C -3.995 3.372 -0.481
O -4.633 2.202 -1.020
C -4.339 1.925 -2.281
O -3.693 2.600 -3.022
C -4.994 0.608 -2.763
F -5.916 0.872 -3.677
F -4.068 -0.176 -3.305
F -5.555 -0.055 -1.749
H -2.437 2.247 0.450
H -2.100 3.946 0.396
H -1.935 2.929 -1.071
H -4.161 4.242 -1.113
H -4.515 3.543 0.462
C -1.554 1.007 4.069
C -2.306 -0.192 3.510
O -3.706 0.052 3.543
C -4.320 0.213 2.382
O -3.816 0.227 1.288
O -5.618 0.379 2.626
C -6.477 0.525 1.507
H -0.563 0.703 4.408
H -2.136 1.386 4.910
H -1.401 1.825 3.364
H -2.084 -1.082 4.099
H -1.947 -0.447 2.512
H -7.385 0.997 1.886
H -6.759 -0.444 1.099
H -6.063 1.185 0.751
*
```

Mulliken atomic charge list, values in e, 8 entries: atom 1 (C): -1.13, atom 2 (C): -0.23, atom 3 (O): -0.23, atom 4 (C): 0.25, atom 5 (O): -0.52, atom 6 (C): 1.01, atom 7 (F): -0.24, atom 8 (F): -0.26

---

Density functional theory data (wB97M-V/def2-TZVPD) for a cluster of 2 separate species, C4H6OS in total.

Computed properties:
Energy above the lowest of the compared OMol25 structures with the same formula, charge and spin = 100.1 kcal per mole
Electronic energy = -629.2876 Ha
Gap between HOMO and LUMO = 9.102 eV
E_HOMO = -0.318 Eh
Strongest force on any atom = 0.0412 Eh/bohr

```
! RIJCOSX wB97M-V def2-TZVPD def2/J DEFGRID3
* xyz 0 1
C -2.474 -0.717 0.263
C -1.397 -0.716 -0.571
S -0.692 0.793 -1.126
O -1.111 1.752 0.151
H -3.003 -1.634 0.672
H -3.065 0.091 0.646
H -0.922 -1.667 -0.905
H -0.578 1.389 0.879
C 2.855 -0.029 -0.340
C 3.790 0.332 0.291
H 1.900 -0.192 -0.659
H 4.698 0.597 0.700
*
```

Mulliken atomic charge list, values in e, 8 entries: atom 1 (C): -0.62, atom 2 (C): -0.08, atom 3 (S): 0.05, atom 4 (O): -0.45, atom 5 (H): 0.22, atom 6 (H): 0.28, atom 7 (H): 0.27, atom 8 (H): 0.35